No. 1
{
  "formula": "C10H16",
  "method": "wB97M-V/def2-TZVPD",
  "relative_energy_kj_mol": 3.9,
  "multiplicity": 2,
  "s2": 0.76,
  "max_force_ev_per_a": 1.03,
  "energy_ha": -390.5817,
  "charge": -1,
  "e_homo_ha": [0.040, -0.130],
  "symbols": ["C", "C", "C", "C", "C", "C", "C", "H", "H", "H", "H", "H", "H", "H", "H", "C", "C", "C", "H", "H", "H", "H", "H", "H", "H", "H"],
  "positions_angstrom": [[-0.007432, 1.601039, 3.075393], [-0.205062, 2.042637, -0.710011], [-0.548737, 1.971914, 0.642146], [1.144434, 1.730975, -1.097266], [0.378728, 1.628047, 1.620153], [2.077197, 1.384153, -0.138983], [1.719383, 1.340749, 1.221458], [-0.970904, 2.289034, -1.437503], [-1.587663, 2.164110, 0.906490], [1.425757, 1.766063, -2.146677], [3.089570, 1.145395, -0.446824], [0.650352, 0.913824, 3.617088], [-1.025939, 1.206229, 3.166505], [2.479203, 1.029692, 1.934347], [0.016725, 2.594913, 3.542721], [-0.709289, -1.641355, -1.171020], [-2.054000, -2.359916, -1.070793], [0.429835, -2.611152, -1.509514], [-0.749509, -0.876753, -1.945077], [-0.499549, -1.162831, -0.214484], [-1.980072, -3.165893, -0.334316], [0.558909, -3.330849, -0.698366], [0.221558, -3.156705, -2.428874], [-2.352444, -2.783498, -2.031461], [-2.843259, -1.691277, -0.723256], [1.342206, -2.028546, -1.621875]],
  "forces_ev_per_a": [[-0.2, -0.4, -0.3], [0.2, 0.2, -0.7], [0.4, -0.4, 0.9], [0.1, -0.2, 0.1], [-0.8, 0.0, -0.4], [-0.7, 0.2, -0.7], [0.7, 0.1, 0.4], [0.1, 0.0, -0.1], [0.1, 0.1, 0.2], [0.0, 0.0, 0.0], [0.1, 0.0, 0.0], [0.0, 0.2, 0.1], [0.1, 0.2, 0.1], [-0.2, 0.0, 0.2], [0.2, -0.1, 0.1], [-0.1, -0.5, -0.1], [0.2, 0.1, 0.2], [-0.3, 0.5, 0.3], [0.0, 0.2, 0.1], [0.1, 0.3, -0.1], [-0.1, -0.1, -0.1], [0.1, -0.1, 0.0], [0.0, -0.1, -0.1], [0.0, -0.1, 0.0], [0.0, 0.1, -0.1], [0.2, -0.2, -0.1]],
  "lowdin_charge": [-0.125, -0.206, -0.159, -0.196, -0.362, -0.196, -0.164, 0.042, 0.082, 0.059, 0.068, 0.056, 0.057, 0.050, 0.053, -0.322, -0.144, -0.138, 0.093, 0.098, 0.061, 0.061, 0.057, 0.059, 0.059, 0.058]
}

***

No. 2
{
  "formula": "C41H58CsN6OP",
  "method": "wB97M-V/def2-TZVPD",
  "multiplicity": 1,
  "max_force_ev_per_a": 1.02,
  "energy_ha": -2362.4128,
  "e_homo_ha": -0.214,
  "symbols": ["Cs", "C", "C", "C", "C", "C", "C", "C", "C", "C", "H", "H", "H", "H", "H", "H", "H", "H", "H", "H", "H", "H", "N", "C", "C", "C", "C", "C", "C", "P", "C", "C", "C", "C", "C", "C", "C", "C", "C", "C", "C", "C", "H", "H", "H", "H", "H", "H", "H", "H", "H", "H", "H", "H", "H", "H", "H", "H", "C", "N", "C", "C", "C", "N", "C", "C", "H", "H", "H", "H", "H", "H", "H", "H", "H", "H", "H", "H", "H", "H", "H", "H", "C", "C", "C", "C", "C", "C", "N", "H", "H", "H", "H", "H", "H", "H", "H", "C", "N", "C", "N", "O", "H", "H", "H", "H", "H", "H"],
  "positions_angstrom": [[0.939820, 0.499882, 0.057282], [2.750737, 4.669721, 1.080979], [1.251024, 4.713386, 1.240954], [0.425284, 4.784543, 0.120010], [-0.960328, 4.780809, 0.235921], [-1.830533, 4.865415, -0.993223], [-1.522361, 4.718545, 1.511358], [-0.725596, 4.690659, 2.651139], [-1.337068, 4.663763, 4.028399], [0.658840, 4.685662, 2.496738], [3.037254, 4.174279, 0.150922], [3.216165, 4.129891, 1.907280], [3.178636, 5.674605, 1.067200], [0.877141, 4.837045, -0.861661], [-1.310256, 4.490327, -1.875770], [-2.117841, 5.897575, -1.204446], [-2.755579, 4.297869, -0.869295], [-2.604025, 4.700689, 1.619062], [-1.376281, 5.664508, 4.463685], [-0.756306, 4.038103, 4.708406], [-2.356809, 4.277020, 4.003921], [1.291183, 4.626871, 3.379170], [-2.448650, 0.538912, -1.859699], [-2.863113, -0.576517, -2.604415], [-4.134746, -0.553913, -3.188021], [-4.601387, -1.638278, -3.903193], [-3.813517, -2.778134, -4.058619], [-2.559220, -2.794984, -3.479216], [-2.062451, -1.717286, -2.741877], [-0.385004, -1.774453, -1.999634], [0.690040, -1.919218, -3.472413], [0.969190, -3.103680, -4.157136], [1.797481, -3.087598, -5.269449], [2.359426, -1.889663, -5.705206], [2.080667, -0.705389, -5.039964], [1.242569, -0.723214, -3.929937], [-0.325244, -3.410375, -1.187299], [0.903517, -4.056099, -1.038276], [1.015174, -5.203344, -0.262716], [-0.100234, -5.715299, 0.386035], [-1.326408, -5.074914, 0.250033], [-1.439640, -3.928953, -0.528262], [-2.899565, 1.409990, -2.090024], [-1.451117, 0.626646, -1.753050], [-4.752065, 0.330660, -3.074215], [-5.587770, -1.594031, -4.349337], [-4.170818, -3.629768, -4.622314], [-1.934825, -3.675671, -3.594364], [0.548841, -4.044194, -3.818226], [2.011633, -4.011426, -5.792659], [3.025140, -1.885254, -6.559666], [2.538297, 0.229196, -5.338807], [1.044146, 0.207837, -3.407713], [1.783618, -3.659551, -1.531867], [1.977517, -5.689898, -0.164075], [-0.015522, -6.608728, 0.991742], [-2.203248, -5.469726, 0.749294], [-2.398095, -3.430838, -0.615105], [0.780176, -2.522402, 2.235150], [1.851327, -1.620694, 2.643342], [3.148957, -2.213207, 2.364069], [1.756329, -1.274559, 4.053121], [0.412202, -0.710096, 4.484567], [-0.123155, 0.313157, 3.607263], [-1.380659, 0.824877, 4.111566], [0.808388, 1.397022, 3.380128], [0.747387, -3.431861, 2.862011], [0.955959, -2.847182, 1.209872], [-0.181326, -2.009860, 2.265256], [3.303027, -3.147509, 2.929045], [3.949807, -1.518729, 2.622539], [3.233488, -2.438649, 1.300216], [2.559124, -0.569337, 4.284055], [1.945041, -2.163211, 4.682866], [0.546422, -0.328715, 5.514231], [-0.330294, -1.510749, 4.549421], [-1.254431, 1.348227, 5.076086], [-2.085381, 0.003211, 4.250997], [-1.808636, 1.532054, 3.396266], [1.119306, 1.914304, 4.305878], [0.338665, 2.134345, 2.727627], [1.701429, 1.002342, 2.889890], [3.987730, -0.706175, -1.095103], [3.820336, 0.509173, -1.967572], [4.707296, 0.967448, -2.925699], [4.077185, 2.090635, -3.535835], [2.857079, 2.238418, -2.892786], [1.780103, 3.232733, -3.204938], [2.689662, 1.285824, -1.923474], [4.971090, -1.152406, -1.250014], [3.245919, -1.487633, -1.324821], [3.915672, -0.479284, -0.022563], [5.670162, 0.536767, -3.163400], [4.460687, 2.709247, -4.335902], [2.035164, 3.812889, -4.093902], [1.610320, 3.947567, -2.397981], [0.814306, 2.752417, -3.409963], [-4.704518, -1.687498, 3.261493], [-3.396033, -1.689072, 2.645755], [-3.021539, -0.836491, 1.642669], [-3.895973, 0.180658, 1.356368], [-1.985459, -0.980568, 1.015990], [-4.766759, -2.527766, 3.949398], [-5.510157, -1.786867, 2.530026], [-4.873460, -0.782468, 3.851373], [-2.800332, -2.495853, 2.721004], [-4.612519, 0.474705, 1.993352], [-3.556825, 0.836840, 0.672644]],
  "forces_ev_per_a": [[-0.3, 0.1, 1.0], [0.0, 0.0, 0.0], [0.1, 0.0, -0.1], [-0.1, 0.0, 0.1], [0.0, 0.0, 0.0], [0.0, 0.0, 0.0], [0.0, 0.0, 0.0], [0.0, 0.0, 0.0], [0.0, 0.0, 0.0], [0.0, 0.0, 0.1], [0.0, 0.0, 0.0], [0.0, 0.0, 0.0], [0.0, 0.0, 0.0], [0.0, 0.0, 0.0], [0.0, 0.0, 0.0], [0.0, 0.0, 0.0], [0.0, 0.0, 0.0], [0.0, 0.0, 0.0], [0.0, 0.0, 0.0], [0.0, 0.0, 0.0], [0.0, 0.0, 0.0], [0.0, 0.0, 0.0], [-0.1, -0.2, 0.0], [0.0, 0.3, 0.2], [0.0, -0.1, 0.0], [0.0, -0.1, 0.0], [0.0, 0.2, 0.1], [0.1, -0.1, 0.0], [0.0, -0.2, 0.0], [-0.3, -0.1, -0.4], [0.0, -0.1, 0.0], [0.0, 0.0, 0.0], [0.0, 0.1, 0.0], [0.0, 0.0, 0.0], [0.0, -0.1, 0.1], [0.0, 0.0, -0.1], [0.0, 0.1, 0.0], [0.0, -0.1, 0.0], [0.0, 0.1, -0.1], [0.0, 0.0, 0.0], [0.1, 0.1, -0.1], [0.0, -0.1, 0.0], [0.1, 0.0, -0.2], [0.0, 0.0, 0.0], [0.0, 0.0, 0.0], [0.0, 0.0, 0.0], [0.0, 0.0, 0.0], [0.0, 0.0, 0.0], [0.0, 0.0, 0.0], [0.0, 0.0, 0.0], [0.0, 0.0, 0.0], [0.0, 0.0, 0.0], [0.1, -0.1, 0.0], [0.0, 0.0, 0.0], [0.0, 0.0, 0.0], [0.0, 0.0, 0.0], [0.0, 0.0, 0.0], [0.0, 0.0, 0.0], [0.1, 0.0, 0.1], [-0.1, 0.0, -0.1], [0.0, 0.0, 0.0], [0.1, -0.1, 0.0], [-0.1, 0.0, 0.1], [0.1, 0.1, 0.0], [0.0, 0.0, 0.0], [0.1, -0.1, -0.1], [0.0, 0.0, 0.0], [0.0, 0.0, 0.0], [0.0, 0.0, 0.0], [0.0, 0.0, 0.0], [0.0, 0.0, 0.0], [0.0, 0.0, 0.0], [0.0, 0.0, 0.0], [0.0, 0.0, 0.0], [0.0, 0.0, 0.0], [0.0, 0.0, 0.0], [0.0, 0.0, 0.0], [0.0, 0.0, 0.0], [0.0, 0.0, 0.0], [0.0, 0.0, 0.0], [0.1, 0.0, 0.0], [0.0, 0.1, 0.1], [-0.1, 0.1, 0.0], [0.0, 0.1, 0.1], [-0.2, 0.2, -0.1], [0.0, -0.2, 0.1], [0.1, -0.2, 0.0], [0.0, 0.0, -0.1], [0.4, 0.2, -0.5], [0.0, 0.0, 0.0], [0.0, 0.1, 0.0], [0.0, 0.0, 0.0], [0.0, 0.0, 0.0], [0.0, 0.0, 0.0], [0.0, 0.0, 0.0], [0.0, 0.0, 0.0], [0.0, -0.1, 0.0], [0.0, -0.1, 0.1], [0.0, 0.2, -0.1], [-0.2, 0.1, -0.1], [0.1, 0.0, 0.0], [0.3, -0.1, -0.1], [0.0, 0.0, 0.0], [0.0, 0.0, 0.0], [0.0, 0.0, 0.0], [0.0, 0.0, 0.0], [0.0, 0.0, 0.0], [0.0, 0.0, 0.0]],
  "lowdin_charge": [0.928, -0.029, -0.260, -0.011, -0.260, -0.042, -0.018, -0.281, -0.051, -0.041, 0.080, 0.078, 0.086, 0.094, 0.073, 0.085, 0.070, 0.116, 0.083, 0.067, 0.074, 0.123, 0.095, -0.313, -0.044, -0.088, -0.091, -0.093, -0.301, 1.008, -0.364, -0.103, -0.083, -0.076, -0.055, -0.096, -0.378, -0.122, -0.087, -0.092, -0.081, -0.094, 0.086, 0.000, 0.107, 0.102, 0.099, 0.106, 0.099, 0.100, 0.102, 0.106, 0.071, 0.101, 0.107, 0.101, 0.101, 0.105, -0.102, -0.283, -0.099, -0.216, -0.207, -0.254, -0.097, -0.155, 0.101, 0.059, 0.054, 0.091, 0.089, 0.074, 0.116, 0.125, 0.127, 0.114, 0.090, 0.073, 0.082, 0.100, 0.049, 0.042, -0.099, -0.457, -0.103, -0.109, -0.451, -0.059, -0.166, 0.074, 0.048, 0.034, 0.080, 0.079, 0.073, 0.028, 0.059, -0.093, 0.014, -0.634, 0.184, -0.031, 0.086, 0.087, 0.079, 0.135, 0.084, 0.089]
}